# 1
{
  "formula": "C5H8",
  "method": "the ωB97M-V functional and the def2-TZVPD basis",
  "spin_multiplicity": 1,
  "e_above_lowest_kcal_mol": 64.6,
  "e_homo_ev": -8.29,
  "total_charge": 0,
  "homo_lumo_gap_ev": 9.321,
  "species": ["H", "H", "H", "H", "C", "C", "H", "C", "C", "H", "H", "H", "C"],
  "coordinates": [[-0.833, 1.339, -1.714], [-0.367, -0.570, 2.021], [1.718, 0.203, 1.048], [-1.438, 1.833, -0.095], [-0.276, -0.664, 0.939], [1.152, -0.472, 0.386], [1.752, -1.392, 0.314], [-1.162, 0.391, 0.109], [-0.376, 0.564, -1.102], [-2.224, 0.215, 0.163], [1.671, 0.280, -1.716], [-0.577, -1.716, 0.718], [0.891, 0.153, -0.974]],
  "forces_ev_per_angstrom": [[0.67, -0.68, -1.26], [0.17, 0.16, 0.01], [-0.02, 0.05, -0.34], [0.99, -2.79, 2.68], [-0.17, 0.75, 0.17], [-0.16, 0.11, -0.03], [-0.40, 0.12, 0.11], [-0.39, 1.78, 0.07], [0.15, 0.08, -0.33], [-0.19, -0.72, -0.70], [-0.06, 0.17, 0.12], [-0.42, 0.99, -0.25], [-0.17, -0.02, -0.24]]
}



# 2
{
  "formula": "C4H8O2",
  "method": "the ωB97M-V functional and the def2-TZVPD basis",
  "spin_multiplicity": 1,
  "e_above_lowest_kcal_mol": 37.2,
  "smiles": "CC[C@@H](O)C=O",
  "e_homo_ev": -10.22,
  "total_charge": 0,
  "homo_lumo_gap_ev": 11.007,
  "species": ["H", "C", "O", "H", "H", "O", "C", "H", "H", "H", "H", "C", "C", "H"],
  "coordinates": [[-1.739, -1.328, -0.972], [0.718, 0.160, 0.533], [-1.003, -0.128, -2.457], [0.804, 0.760, -1.997], [-0.793, 1.579, 1.048], [-1.162, -1.436, -0.191], [0.000, -0.037, -1.796], [1.439, -0.457, 1.083], [0.461, 1.444, 2.267], [0.773, -1.632, -0.690], [1.336, 0.977, 0.126], [-0.150, 0.858, 1.553], [0.069, -0.815, -0.479], [-0.753, 0.056, 1.972]],
  "forces_ev_per_angstrom": [[0.33, 0.18, 0.20], [1.14, -0.37, 1.19], [0.39, 0.21, -0.53], [-0.64, -1.19, -0.04], [-0.28, -0.05, 0.09], [0.13, 0.64, 0.28], [-0.85, 0.69, 0.49], [-0.03, 0.18, 0.10], [-0.37, -0.70, -0.15], [0.32, 0.16, 0.22], [-0.14, -0.66, -0.85], [-0.47, -0.10, -0.36], [0.73, 0.53, -1.36], [-0.27, 0.50, 0.73]]
}



# 3
{
  "formula": "C5H9N",
  "method": "the ωB97M-V functional and the def2-TZVPD basis",
  "spin_multiplicity": 1,
  "e_above_lowest_kcal_mol": 45.2,
  "smiles": "C=C1C[C@]1(C)N",
  "e_homo_ev": -9.22,
  "total_charge": 0,
  "homo_lumo_gap_ev": 10.255,
  "species": ["C", "C", "C", "H", "H", "H", "H", "C", "C", "N", "H", "H", "H", "H", "H"],
  "coordinates": [[2.184, 0.082, 0.637], [1.079, 0.071, -0.063], [0.313, 0.334, -1.363], [0.234, -0.427, -2.127], [-0.586, -2.032, -0.231], [-1.294, -1.362, 1.244], [2.177, 0.051, 1.717], [-1.144, -1.193, 0.177], [-0.387, 0.106, -0.041], [-1.036, 1.322, 0.409], [-2.118, -1.155, -0.313], [0.413, 1.336, -1.752], [-0.982, 1.415, 1.417], [-2.009, 1.367, 0.122], [3.156, 0.087, 0.166]],
  "forces_ev_per_angstrom": [[0.33, -0.21, -0.01], [-1.26, 0.68, -1.16], [1.35, -1.10, 0.50], [0.15, -0.21, 0.02], [0.03, -0.14, -0.01], [-0.01, -0.02, 0.02], [-0.10, -0.12, 0.12], [0.24, 0.18, -0.14], [-0.78, 0.68, -0.12], [0.27, 0.09, 0.67], [-0.04, 0.02, 0.01], [-0.23, 0.14, 0.20], [-0.18, 0.00, -0.05], [0.15, -0.14, 0.05], [0.10, 0.16, -0.11]]
}



# 4
{
  "formula": "C2HFN2S2",
  "method": "the ωB97M-V functional and the def2-TZVPD basis",
  "spin_multiplicity": 1,
  "e_above_lowest_kcal_mol": 79.2,
  "e_homo_ev": [-8.99, -8.38],
  "total_charge": 0,
  "homo_lumo_gap_ev": [8.313, 6.030],
  "species": ["N", "N", "S", "H", "F", "C", "C", "S"],
  "coordinates": [[0.400, 0.624, -0.915], [-0.128, -0.882, 0.877], [-1.752, -0.553, 1.004], [0.220, -1.337, 1.691], [-1.083, 2.260, -1.689], [0.732, -0.406, -0.051], [-0.638, 1.283, -1.008], [2.250, -0.989, 0.090]],
  "forces_ev_per_angstrom": [[0.27, 0.68, -1.45], [-3.03, 0.80, 0.06], [0.15, 0.06, -0.33], [0.93, -0.37, 0.13], [0.81, 0.69, -1.26], [1.33, 0.05, 0.49], [-1.07, -2.02, 2.97], [0.62, 0.12, -0.59]]
}



# 5
{
  "formula": "C5H9NO",
  "method": "the ωB97M-V functional and the def2-TZVPD basis",
  "spin_multiplicity": 1,
  "e_above_lowest_kcal_mol": 129.0,
  "e_homo_ev": [-6.74, -7.25],
  "total_charge": 0,
  "homo_lumo_gap_ev": [6.571, 7.974],
  "species": ["H", "C", "C", "H", "H", "C", "N", "H", "H", "O", "H", "H", "H", "C", "H", "C"],
  "coordinates": [[-1.951, 1.485, 0.085], [0.593, 0.615, -0.140], [-0.370, -0.461, -0.973], [1.015, -2.076, -1.207], [0.895, -0.726, 1.535], [1.864, 0.187, 0.299], [-0.453, 0.093, 0.701], [0.526, 1.610, -0.580], [-1.267, -0.010, -1.383], [1.887, -0.650, 1.310], [-2.332, 0.486, 1.491], [2.813, 0.424, -0.162], [-0.582, -2.194, -2.133], [-1.524, 1.020, 0.988], [-1.170, 1.842, 1.627], [0.057, -1.644, -1.458]],
  "forces_ev_per_angstrom": [[0.11, -0.05, 0.02], [-0.42, -0.04, -0.22], [-0.35, 1.15, 1.13], [-0.03, -0.04, 0.14], [0.79, 0.05, -0.01], [0.26, 0.32, -0.52], [0.39, -0.32, -0.82], [-0.13, -0.08, -0.03], [0.05, 0.09, 0.01], [-0.67, -0.60, 0.64], [0.06, 0.09, 0.05], [-0.08, 0.03, 0.01], [0.04, 0.08, -0.10], [-0.28, 0.01, -0.28], [0.01, -0.20, -0.03], [0.25, -0.47, 0.00]]
}



# 6
{
  "formula": "C5H30NO12",
  "method": "the ωB97M-V functional and the def2-TZVPD basis",
  "spin_multiplicity": 1,
  "e_above_lowest_kcal_mol": 32.7,
  "e_homo_ev": -6.59,
  "total_charge": -1,
  "homo_lumo_gap_ev": 9.066,
  "species": ["H", "O", "H", "H", "H", "C", "H", "H", "H", "H", "H", "H", "H", "N", "H", "O", "H", "H", "O", "O", "O", "C", "C", "H", "H", "O", "O", "H", "O", "H", "H", "O", "H", "H", "O", "H", "C", "H", "H", "H", "C", "H", "H", "O", "O", "H", "H", "H"],
  "coordinates": [[-3.193, 3.147, -1.755], [-4.344, 0.459, -1.022], [-1.855, 0.884, 4.614], [0.002, 3.185, 1.054], [-2.029, -1.163, 0.109], [-1.177, -0.713, -1.844], [2.924, -1.408, -1.892], [2.072, 2.267, 0.193], [3.144, -1.397, 1.226], [2.218, -0.267, -2.532], [-1.333, 3.039, 0.016], [-0.413, -4.000, -1.270], [4.230, -1.892, 0.371], [1.584, 1.391, 0.039], [-3.429, 0.376, -0.747], [-2.498, 2.730, -2.289], [1.918, 0.186, 1.627], [0.295, -3.157, -2.295], [-0.413, -1.904, 3.072], [3.080, -0.474, -2.095], [0.986, 0.265, -3.711], [0.143, 1.569, -0.331], [-0.775, 0.588, 0.401], [-0.379, -1.452, 0.041], [1.496, 0.492, 3.918], [-0.490, -1.596, -2.421], [4.045, -1.758, 1.307], [1.981, 0.772, -0.656], [0.355, -4.037, -1.851], [0.225, 0.870, -3.693], [-0.253, 0.449, 1.339], [-1.135, 0.279, 4.818], [-0.307, 0.767, 4.633], [0.269, 3.739, -0.627], [1.380, 1.322, 4.428], [-0.397, -2.554, 3.785], [-0.247, 3.021, -0.004], [-4.365, 0.983, -1.822], [-1.643, 1.134, 0.796], [-0.802, -1.120, 3.508], [-1.113, -0.726, -0.306], [0.090, 1.482, -1.415], [-2.354, 1.822, -1.946], [1.828, -0.436, 2.367], [-1.971, 0.075, -2.387], [2.153, 1.861, 4.240], [0.515, -0.538, -3.370], [0.989, -0.917, 2.486]],
  "forces_ev_per_angstrom": [[0.43, -0.37, -0.16], [-1.06, 0.01, 0.87], [0.13, -0.01, -0.03], [0.32, 0.16, -0.08], [-0.25, 0.30, -0.27], [-0.63, -0.75, 0.87], [0.33, 0.07, 0.10], [-0.02, -0.32, -0.58], [0.20, -0.10, 0.87], [0.77, 0.53, -0.16], [0.01, 0.72, -0.69], [0.13, -0.02, -0.07], [0.50, -0.15, 0.00], [-1.04, -0.78, 0.40], [0.23, -0.03, -0.55], [-0.42, 0.38, 0.28], [-1.06, 0.27, -0.44], [-0.17, -0.55, 0.51], [-0.24, 0.20, 0.30], [-0.94, -0.54, 0.09], [-0.75, -0.09, 0.19], [0.78, 1.33, -0.08], [-0.16, 0.86, 0.32], [0.31, -0.15, -0.43], [0.59, 0.43, -0.37], [0.29, 0.51, -0.48], [-0.44, 0.10, -0.81], [0.89, 0.40, 0.03], [0.11, 0.21, -0.23], [0.37, 0.10, -0.12], [0.16, -0.70, 0.21], [0.01, -0.11, -0.24], [-0.26, 0.25, 0.28], [-0.28, 0.24, -0.21], [-0.27, -0.25, 0.35], [0.15, 0.03, -0.23], [-0.20, -1.29, 1.31], [0.45, -0.08, -0.26], [-0.35, -0.07, -0.72], [-0.13, -0.12, 0.05], [0.55, -0.36, 0.87], [-0.32, -0.30, -0.06], [-0.03, 0.08, -0.45], [0.76, -0.42, 1.11], [0.45, 0.51, -0.03], [-0.05, -0.09, -0.12], [0.07, -0.08, -0.36], [0.06, 0.05, -0.81]]
}